[1]
# C41H47As2FN9O4Ru

A molecular structure, C41H47As2FN9O4Ru in a non-equilibrium geometry (ωB97M-V/def2-TZVPD, OMol25).

XYZ file:
```
105
Properties=species:S:1:pos:R:3:lowdin_charge:R:1
Ru -1.218 0.876 1.847 0.64
C -0.865 5.069 5.168 -0.32
As -0.959 3.299 4.340 1.19
C -2.177 3.820 2.855 -0.39
C -2.450 2.510 5.344 -0.44
C -3.292 3.282 6.141 -0.10
C -4.403 2.720 6.755 -0.06
C -4.694 1.379 6.562 -0.06
C -3.861 0.597 5.773 -0.10
C -2.727 1.145 5.179 -0.42
As -1.531 0.045 4.102 1.05
C -0.041 -0.212 5.323 -0.26
C -2.344 -1.715 4.209 -0.28
H -1.778 5.649 5.037 0.02
H -0.033 5.610 4.721 0.02
H -0.662 4.948 6.231 0.03
H -2.928 4.526 3.212 0.09
H -3.482 2.346 2.967 0.09
H -1.614 4.258 2.035 0.07
H -3.088 4.334 6.293 0.09
H -5.043 3.332 7.378 0.11
H -5.564 0.936 7.030 0.11
H -4.098 -0.449 5.637 0.09
H -0.414 -0.598 6.270 0.04
H 0.477 0.730 5.489 0.01
H 0.650 -0.930 4.882 0.01
H -2.484 -2.040 5.238 0.04
H -1.667 -2.404 3.706 0.01
H -3.293 -1.716 3.676 0.03
C -4.165 0.413 -4.815 -0.04
C -3.465 1.737 -4.564 -0.15
N -2.780 1.751 -3.244 0.02
C -3.455 2.132 -2.195 0.05
C -2.902 2.232 -0.903 -0.07
C -3.940 2.309 0.003 -0.03
O -5.011 2.343 0.385 0.33
O -2.849 2.663 2.306 -0.25
C -1.446 2.105 -0.717 -0.32
O -0.835 2.433 0.298 -0.05
C -0.784 1.497 -1.880 -0.06
C 0.543 1.087 -1.780 0.11
C 1.160 0.478 -2.839 -0.17
F 2.433 0.087 -2.671 0.07
C 0.510 0.219 -4.055 -0.14
C -0.794 0.689 -4.166 0.04
C -1.432 1.305 -3.102 -0.11
N 1.078 -0.475 -5.139 -0.07
C 0.299 -1.570 -5.736 -0.15
C 0.516 -1.532 -7.251 -0.06
N 1.880 -0.936 -7.507 0.06
C 2.867 -1.434 -6.490 -0.07
C 2.502 -0.829 -5.125 -0.12
H -4.664 0.444 -5.783 0.09
H -4.921 0.219 -4.053 0.09
H -3.466 -0.424 -4.809 0.07
H -4.166 2.569 -4.565 0.13
H -2.715 1.962 -5.317 0.12
H -4.494 2.393 -2.369 0.17
H 1.081 1.216 -0.850 0.14
H -1.315 0.537 -5.099 0.11
H -0.755 -1.476 -5.504 0.09
H 0.609 -2.524 -5.306 0.13
H -0.204 -0.907 -7.775 0.14
H 0.510 -2.529 -7.687 0.14
H 1.805 0.077 -7.401 0.18
H 2.191 -1.130 -8.458 0.19
H 3.865 -1.144 -6.806 0.14
H 2.796 -2.519 -6.500 0.14
H 3.094 0.065 -4.946 0.14
H 2.739 -1.567 -4.356 0.10
C 3.755 -3.334 -2.549 -0.05
C 4.235 -2.932 -1.179 -0.27
C 4.373 -1.588 -0.841 -0.04
C 4.790 -1.197 0.419 -0.01
C 5.053 -2.158 1.388 -0.27
N 5.435 -1.797 2.704 0.14
C 5.031 -0.717 3.454 -0.52
O 5.709 -0.263 4.345 0.10
N 3.788 -0.145 3.161 0.14
C 2.622 -0.741 2.672 -0.24
C 2.360 -2.105 2.757 0.00
C 1.189 -2.597 2.211 -0.03
C 0.270 -1.722 1.662 -0.16
N 0.478 -0.398 1.648 -0.10
C 1.639 0.071 2.118 -0.09
C 4.952 -3.502 1.059 -0.02
C 4.553 -3.881 -0.216 -0.03
H 2.701 -3.070 -2.685 0.07
H 3.849 -4.408 -2.703 0.08
H 4.334 -2.831 -3.328 0.07
H 4.171 -0.827 -1.585 0.09
H 4.919 -0.148 0.652 0.12
H 6.234 -2.263 3.105 0.16
H 3.707 0.777 3.561 0.15
H 3.066 -2.765 3.242 0.13
H 0.972 -3.656 2.239 0.12
H -0.662 -2.062 1.232 0.10
H 1.778 1.146 2.069 0.12
H 5.177 -4.255 1.805 0.12
H 4.480 -4.935 -0.456 0.12
N -2.639 -0.285 0.619 0.04
C -2.679 -0.948 -0.342 -0.35
N -2.824 -1.701 -1.377 0.08
C -1.941 -1.923 -2.305 -0.38
N -1.213 -2.155 -3.184 0.13
```

Computed properties:
Total charge: +2
Total energy (Eh): -7050.046260
2S+1: 2
Energy relative to the best compared isomer or geometry (same formula, charge and spin) (kcal per mole): 95.47

***

[2]
# C31H29I2N4O5PdS2Se

A molecular structure, C31H29I2N4O5PdS2Se in a non-equilibrium geometry (ωB97M-V/def2-TZVPD, OMol25).

XYZ file:
```
75
Properties=species:S:1:pos:R:3:lowdin_charge:R:1
Pd -1.097 0.627 1.181 0.88
I -5.382 3.923 6.458 0.88
C -3.997 3.495 4.942 -0.73
C -4.211 4.003 3.664 -0.18
C -3.286 3.673 2.703 -0.49
I -3.176 4.141 0.627 1.54
C -2.141 2.902 2.949 -0.50
O -1.292 2.708 1.977 -0.24
C -1.964 2.392 4.247 -0.17
C -0.747 1.546 4.467 -0.12
N -0.780 0.321 3.635 -0.09
C -1.823 -0.619 4.053 -0.13
C -3.135 -0.331 3.376 -0.26
C -4.349 -0.476 4.027 0.00
C -5.522 -0.295 3.312 -0.02
C -5.445 0.039 1.969 -0.02
C -4.196 0.186 1.392 -0.10
N -3.073 -0.004 2.086 0.04
C -2.894 2.698 5.227 -0.11
H -5.071 4.620 3.437 0.10
H 0.138 2.111 4.170 0.14
H -0.662 1.279 5.525 0.13
H 0.121 -0.132 3.722 0.07
H -1.516 -1.626 3.761 0.14
H -1.963 -0.606 5.138 0.13
H -4.369 -0.728 5.079 0.12
H -6.481 -0.419 3.798 0.12
H -6.335 0.189 1.375 0.12
H -4.077 0.472 0.355 0.10
H -2.759 2.317 6.232 0.11
S -1.047 -1.522 -0.380 0.79
C 0.386 -1.067 -1.134 -0.68
N 0.555 -1.057 -2.435 -0.07
C 1.866 -0.726 -2.981 -0.07
C 2.921 -1.392 -2.135 -0.07
N 2.770 -0.943 -0.747 -0.06
C 3.991 -0.716 0.035 -0.10
C 4.927 0.230 -0.673 -0.24
C 4.485 1.506 -1.014 -0.03
C 5.334 2.382 -1.670 -0.06
C 6.629 1.992 -1.984 -0.07
C 7.074 0.724 -1.642 -0.07
C 6.222 -0.158 -0.991 -0.04
C 1.563 -0.771 -0.257 -0.62
S 1.307 -0.334 1.351 0.84
C -0.500 -1.352 -3.408 -0.10
C -0.210 -2.657 -4.114 -0.22
C 0.015 -2.686 -5.484 -0.04
C 0.288 -3.889 -6.122 -0.07
C 0.346 -5.065 -5.391 -0.08
C 0.127 -5.041 -4.019 -0.07
C -0.152 -3.842 -3.384 -0.04
H 1.995 0.361 -2.985 0.15
H 1.917 -1.092 -4.003 0.14
H 3.916 -1.125 -2.478 0.14
H 2.810 -2.480 -2.177 0.15
H 4.473 -1.681 0.208 0.14
H 3.698 -0.303 0.998 0.08
H 3.477 1.815 -0.754 0.12
H 4.986 3.372 -1.936 0.11
H 7.294 2.680 -2.488 0.11
H 8.082 0.418 -1.886 0.11
H 6.572 -1.149 -0.722 0.12
H -0.538 -0.516 -4.102 0.13
H -1.449 -1.389 -2.881 0.10
H -0.038 -1.768 -6.059 0.12
H 0.460 -3.906 -7.190 0.11
H 0.552 -6.003 -5.889 0.11
H 0.171 -5.958 -3.447 0.11
H -0.342 -3.823 -2.316 0.10
O -2.301 1.202 -0.652 -0.58
Se -1.089 2.128 -1.279 0.70
O -0.750 1.768 -2.788 -0.40
O 0.196 1.724 -0.330 -0.53
O -1.507 3.704 -1.149 -0.64
```

Computed properties:
Total charge: +1
Total energy (Eh): -5714.608466
2S+1: 5

***

[3]
# C9H17N2O

2 unconnected molecules or ions with the total composition C9H17N2O in a non-equilibrium geometry (ωB97M-V/def2-TZVPD, OMol25).

XYZ file:
```
29
Properties=species:S:1:pos:R:3:nbo_charge:R:1
C -3.654 -1.796 0.223 -0.42
C -3.402 -0.473 0.014 -0.11
C -2.101 0.038 0.017 0.41
C 2.881 -0.322 0.339 0.52
C -0.671 1.924 0.188 0.05
C -4.645 0.517 -0.103 -0.64
C 3.850 -1.232 -0.454 -0.66
C 3.497 0.497 1.348 -0.71
C 0.428 2.256 -0.364 -0.52
N -1.836 1.346 -0.030 -0.49
N 1.704 -0.061 -0.091 -0.64
O -0.945 -0.723 0.231 -0.71
H -4.656 -2.376 0.027 0.24
H -2.930 -2.616 0.448 0.19
H -5.506 -0.244 -0.130 0.25
H -4.798 0.953 -1.012 0.22
H -4.830 1.160 0.715 0.23
H 3.396 -2.163 -0.591 0.25
H 4.645 -1.286 0.204 0.23
H 4.058 -0.740 -1.372 0.26
H 2.724 0.955 1.946 0.24
H 4.045 1.274 0.822 0.28
H 3.981 -0.197 2.013 0.26
H 1.337 2.754 0.227 0.20
H 0.813 2.106 -1.390 0.19
H 1.114 0.570 0.425 0.45
H -2.668 2.018 -0.039 0.46
H 1.088 -0.516 -0.753 0.45
H -1.302 -1.569 0.356 0.50
```

Computed properties:
Total charge: +1
Total energy (Eh): -537.444405
2S+1: 1
Energy relative to the best compared isomer or geometry (same formula, charge and spin) (kcal per mole): 121.39

***

[4]
# C3HNO3S

3 unconnected molecules or ions with the total composition C3HNO3S in a non-equilibrium geometry (ωB97M-V/def2-TZVPD, OMol25).

XYZ file:
```
9
Properties=species:S:1:pos:R:3:nbo_charge:R:1
C 1.337 -3.383 0.699 0.49
C -0.725 0.182 -2.428 0.87
C -1.212 -2.752 2.019 0.42
N -0.966 -0.397 -1.399 -0.77
O 2.413 -3.497 1.025 -0.49
O -0.636 0.845 -3.372 -0.50
O -1.739 -3.544 1.359 -0.46
S -0.511 -1.735 2.941 0.04
H -1.081 -1.289 -1.210 0.40
```

Computed properties:
Total charge: 0
Total energy (Eh): -793.592446
2S+1: 1
Energy relative to the best compared isomer or geometry (same formula, charge and spin) (kcal per mole): 3.50